Density functional theory data (ωB97M-V/def2-TZVPD) for 2 unconnected molecules or ions with the total composition C5H7N3.

Results
**DFT total energy**: -9760.6895 eV
**Net charge**: 0
**Largest force on an atom**: 11.6 eV Å⁻¹

Atoms and positions in Å:
1 C -0.6764 2.2017 -0.1420
2 C 0.6644 0.2506 0.0518
3 C 1.7147 -0.8185 0.3068
4 C 1.1733 -1.9909 0.2056
5 C -0.5439 -0.5127 -0.1173
6 H -1.2633 1.8999 0.5990
7 H -0.8945 1.9066 -1.1926
8 H -0.4638 3.3917 -0.3609
9 H 2.8392 -0.7055 0.4873
10 H 1.7802 -2.9028 0.3866
11 H -1.2120 -2.6302 0.9897
12 H -1.8434 0.5851 -0.7213
13 N 0.6727 1.5504 0.2097
14 N -0.1289 -1.7213 0.0014
15 N -1.8180 -0.5041 -0.7036